{
  "formula": "C3H11O3",
  "method": "ωB97M-V/def2-TZVPD",
  "e_homo_ev": -3.26,
  "homo_lumo_gap_ev": 7.528,
  "charge": -1,
  "molar_mass_g_mol": 95.118,
  "energy_ev": -9432.0275,
  "fmax_ha_per_bohr": 0.031,
  "elements": ["C", "O", "C", "C", "H", "H", "H", "H", "H", "H", "H", "H", "H", "O", "H", "H", "O"],
  "positions_angstrom": [[-0.27, -1.40, 0.61], [0.24, -0.88, -0.54], [-1.22, -0.42, 1.34], [-2.39, 0.00, 0.40], [-0.82, -2.34, 0.39], [0.53, -1.61, 1.33], [-1.51, -0.89, 2.29], [-0.65, 0.45, 1.68], [-3.35, -0.28, 0.84], [-2.30, 1.07, 0.21], [-2.20, -0.47, -0.56], [1.33, 1.51, 0.31], [2.67, 1.08, -0.23], [2.26, 1.41, 0.56], [0.77, 0.12, -1.41], [1.72, 0.77, -2.54], [0.88, 0.91, -2.08]]
}

=====

{
  "formula": "C21H22FN3O5S",
  "method": "ωB97M-V/def2-TZVPD",
  "e_homo_ev": -8.54,
  "homo_lumo_gap_ev": 9.075,
  "smiles": "COc1ccc(N(CC(=O)NCc2ccc(F)cc2)S(=O)(=O)c2c(C)noc2C)cc1",
  "molar_mass_g_mol": 447.488,
  "energy_ev": -50393.3553,
  "fmax_ha_per_bohr": 0.026,
  "elements": ["C", "H", "O", "C", "C", "C", "C", "C", "C", "H", "H", "N", "S", "O", "O", "C", "C", "O", "N", "C", "C", "H", "H", "H", "C", "H", "H", "H", "C", "H", "H", "C", "O", "N", "H", "C", "C", "C", "C", "C", "C", "C", "H", "H", "F", "H", "H", "H", "H", "H", "H", "H", "H"],
  "positions_angstrom": [[3.46, -2.84, 3.15], [4.17, -3.55, 3.57], [3.74, -2.79, 1.77], [3.02, -1.94, 1.00], [3.38, -1.90, -0.36], [2.72, -1.07, -1.23], [1.66, -0.27, -0.79], [1.30, -0.33, 0.55], [1.98, -1.14, 1.44], [1.68, -1.13, 2.48], [0.47, 0.27, 0.89], [0.97, 0.59, -1.66], [0.83, 2.20, -1.25], [1.88, 2.50, -0.33], [0.75, 2.94, -2.48], [-0.73, 2.39, -0.43], [-1.95, 2.53, -1.05], [-2.88, 2.67, -0.10], [-2.31, 2.65, 1.12], [-1.02, 2.49, 0.96], [-0.07, 2.50, 2.10], [-0.27, 3.37, 2.72], [-0.22, 1.62, 2.73], [0.95, 2.52, 1.74], [-2.34, 2.59, -2.47], [-2.48, 1.58, -2.86], [-3.28, 3.14, -2.56], [-1.55, 3.07, -3.03], [0.42, 0.11, -2.90], [0.13, 0.99, -3.48], [1.15, -0.47, -3.47], [-0.82, -0.75, -2.61], [-1.95, -0.42, -2.90], [-0.53, -1.90, -1.97], [0.42, -2.05, -1.66], [-1.56, -2.68, -1.29], [-1.61, -2.27, 0.16], [-2.24, -1.09, 0.52], [-2.22, -0.65, 1.83], [-1.56, -1.41, 2.77], [-0.93, -2.60, 2.44], [-0.95, -3.02, 1.13], [-0.46, -3.94, 0.85], [-0.44, -3.17, 3.21], [-1.51, -0.98, 4.05], [-2.70, 0.27, 2.12], [-2.75, -0.51, -0.23], [-2.50, -2.45, -1.79], [-1.33, -3.74, -1.40], [3.03, -1.03, -2.27], [4.20, -2.52, -0.69], [3.61, -1.86, 3.63], [2.44, -3.19, 3.34]]
}

=====

{
  "formula": "C22H27NO4",
  "method": "ωB97M-V/def2-TZVPD",
  "e_homo_ev": -8.57,
  "homo_lumo_gap_ev": 9.138,
  "smiles": "C#Cc1ccc([C@H]2C=C(C(=O)NC3CC3)O[C@@H](OCC)[C@@H]2CCCO)cc1",
  "molar_mass_g_mol": 369.461,
  "energy_ev": -32929.6051,
  "fmax_ha_per_bohr": 0.017,
  "elements": ["C", "C", "C", "C", "C", "C", "C", "C", "H", "H", "C", "C", "C", "O", "C", "O", "C", "C", "H", "H", "H", "H", "H", "C", "C", "C", "C", "O", "H", "H", "H", "H", "H", "H", "H", "H", "H", "C", "O", "N", "C", "C", "C", "H", "H", "H", "H", "H", "H", "H", "H", "H", "H", "H"],
  "positions_angstrom": [[-7.21, -1.49, 0.54], [-6.10, -1.03, 0.57], [-4.80, -0.48, 0.60], [-4.61, 0.89, 0.45], [-3.33, 1.42, 0.48], [-2.23, 0.60, 0.67], [-2.42, -0.77, 0.83], [-3.69, -1.30, 0.80], [-3.84, -2.37, 0.92], [-1.57, -1.41, 0.98], [-0.84, 1.22, 0.68], [0.17, 0.31, 1.28], [1.14, -0.27, 0.58], [1.32, -0.11, -0.77], [0.23, 0.45, -1.47], [-0.78, -0.50, -1.67], [-0.42, -1.64, -2.44], [-0.40, -1.37, -3.94], [0.40, -0.68, -4.20], [-1.34, -0.94, -4.25], [-0.24, -2.31, -4.47], [-1.20, -2.37, -2.20], [0.55, -2.03, -2.10], [-0.43, 1.64, -0.75], [0.43, 2.90, -0.79], [1.78, 2.81, -0.07], [2.51, 4.16, -0.09], [3.80, 4.08, 0.46], [3.73, 3.73, 1.36], [2.66, 4.49, -1.12], [1.91, 4.92, 0.43], [2.41, 2.07, -0.55], [1.62, 2.51, 0.97], [0.62, 3.16, -1.84], [-0.15, 3.72, -0.35], [-1.34, 1.84, -1.33], [0.67, 0.78, -2.43], [2.16, -1.14, 1.25], [2.12, -1.39, 2.44], [3.11, -1.61, 0.41], [4.19, -2.43, 0.83], [4.75, -3.46, -0.10], [5.55, -2.23, 0.23], [6.41, -2.34, 0.87], [5.66, -1.48, -0.53], [5.06, -4.41, 0.30], [4.32, -3.52, -1.09], [4.10, -2.66, 1.88], [3.07, -1.33, -0.56], [0.12, 0.11, 2.34], [-0.90, 2.13, 1.29], [-3.20, 2.49, 0.37], [-5.46, 1.53, 0.30], [-8.18, -1.90, 0.51]]
}

=====

{
  "formula": "C13H23ClNO4PPt",
  "method": "ωB97M-V/def2-TZVPD",
  "e_homo_ev": [-7.67, -7.67],
  "homo_lumo_gap_ev": [6.397, 4.380],
  "spin_multiplicity": 3,
  "molar_mass_g_mol": 518.835,
  "energy_ev": -48580.8979,
  "fmax_ha_per_bohr": 0.029,
  "elements": ["C", "C", "C", "C", "C", "C", "C", "C", "N", "Pt", "C", "P", "H", "H", "H", "H", "H", "H", "H", "H", "C", "C", "H", "C", "C", "H", "H", "H", "H", "H", "H", "H", "H", "H", "H", "H", "H", "H", "H", "O", "Cl", "O", "O", "O"],
  "positions_angstrom": [[0.38, 3.34, -3.43], [-0.88, 2.83, -3.16], [-1.03, 1.67, -2.39], [0.09, 0.99, -1.92], [1.36, 1.55, -2.12], [1.51, 2.72, -2.87], [-2.43, 1.23, -2.05], [-2.62, -0.21, -1.60], [-2.31, -1.24, -2.57], [-0.12, -0.81, -0.85], [2.54, 0.92, -1.44], [2.10, -0.83, -1.03], [-1.77, 3.34, -3.54], [2.50, 3.13, -3.02], [0.50, 4.22, -4.06], [2.74, 1.39, -0.46], [3.46, 0.90, -2.05], [-2.80, 1.88, -1.23], [-3.10, 1.44, -2.91], [-1.97, -0.38, -0.65], [3.17, -1.39, 0.30], [2.57, -1.70, -2.57], [-3.66, -0.35, -1.29], [-1.75, -0.96, -3.90], [-3.15, -2.41, -2.53], [0.20, 0.12, 1.75], [-2.33, -1.52, -4.63], [-1.74, 0.10, -4.17], [-0.71, -1.35, -3.95], [-3.44, -2.68, -3.56], [-2.64, -3.28, -2.10], [-4.07, -2.22, -1.95], [3.66, -1.61, -2.70], [2.27, -2.75, -2.46], [2.04, -1.25, -3.42], [4.22, -1.18, 0.02], [2.89, -0.85, 1.22], [3.00, -2.47, 0.42], [-0.18, -1.90, -2.05], [0.03, -0.36, 3.35], [0.44, 0.62, 4.45], [-0.76, 1.03, 5.21], [1.40, -0.07, 5.34], [0.37, 0.37, 0.78]]
}

=====

{
  "formula": "C5H16NS2",
  "method": "ωB97M-V/def2-TZVPD",
  "e_homo_ev": -12.02,
  "homo_lumo_gap_ev": 8.830,
  "charge": 1,
  "molar_mass_g_mol": 154.324,
  "energy_ev": -28598.9498,
  "fmax_ha_per_bohr": 0.010,
  "elements": ["C", "C", "S", "S", "H", "H", "H", "H", "H", "H", "C", "C", "C", "N", "H", "H", "H", "H", "H", "H", "H", "H", "H", "H"],
  "positions_angstrom": [[-1.79, -3.61, 1.06], [-0.67, -2.99, 1.91], [-0.88, -1.19, 1.86], [0.99, -0.58, 2.57], [-1.62, -3.47, 0.00], [-2.75, -3.16, 1.34], [-1.82, -4.67, 1.28], [0.32, -3.24, 1.54], [-0.70, -3.38, 2.92], [0.62, 0.68, 2.85], [0.57, 1.39, -0.62], [0.91, 2.26, -1.82], [0.63, 3.73, -1.49], [0.38, -0.06, -1.00], [1.37, 1.41, 0.12], [-0.37, 1.72, -0.20], [0.28, 2.02, -2.68], [1.96, 2.14, -2.10], [-0.43, 3.86, -1.26], [1.20, 4.08, -0.62], [0.85, 4.33, -2.36], [-0.50, -0.18, -1.50], [1.14, -0.39, -1.61], [0.31, -0.68, -0.17]]
}